1.
Molecular formula: C20H28Cl3FN5O9P
Method: DFT, ωB97M-V/def2-TZVPD

Cartesian coordinates (Å):
Cl  2.98449  -2.98405  -6.35332
Cl  -3.51390  -3.27017  2.11525
Cl  -1.41759  -0.82041  4.92520
P  -0.75400  3.80807  -1.48010
F  -1.68257  1.21193  2.52102
O  0.33558  3.51449  -2.59173
O  -2.11841  3.66068  -1.98813
O  -0.92384  2.76706  3.82423
O  2.65263  -4.01418  -5.36975
O  3.43529  -1.81107  -5.64019
O  1.80177  -2.67526  -7.11188
O  -0.47778  5.31924  -1.03137
O  1.21217  -0.77626  3.19176
O  4.02419  -3.47215  -7.21500
N  0.58686  1.37677  2.82327
N  -0.47632  -4.19143  -1.92535
N  -1.27306  -2.12741  0.22082
N  -0.94044  -2.40006  2.40271
N  0.03351  -0.47357  1.26709
C  2.47273  3.81580  -1.31869
C  0.07734  -3.95163  -0.72480
C  1.44762  -4.00599  -0.52017
C  -0.09778  5.60539  1.39068
C  2.32392  -4.27941  -1.56711
C  -0.68856  1.87887  3.11929
C  -0.89936  -3.58003  0.35760
C  -0.69150  -1.56819  1.28386
C  -2.26041  -2.36695  2.91099
C  -0.44661  -3.69123  1.82893
C  1.76032  -4.51252  -2.81378
C  0.37056  -4.47187  -2.91524
C  -2.59149  -1.69152  4.01634
C  -0.88013  1.24048  -0.40274
C  1.61140  2.94202  -2.23090
C  -1.07152  5.73490  0.21627
C  0.64512  -0.02389  2.50050
C  0.23520  0.25408  -0.00992
C  -0.55211  2.71006  -0.04602
C  -3.97202  -1.66311  4.57821
H  -1.72156  -4.27554  0.21723
H  -0.96652  -1.81454  -0.69689
H  -1.25050  3.05837  0.70544
H  -0.06301  -4.67374  -3.88586
H  -0.47330  4.91933  2.14526
H  -1.29447  6.78585  0.08162
H  2.13482  2.81532  -3.16984
H  0.86532  5.24528  1.04264
H  2.01332  4.77664  -1.11666
H  -0.95999  1.18768  -1.48618
H  0.63070  -3.58738  1.93303
H  2.37397  -4.69381  -3.68613
H  -4.23992  -2.65136  4.94339
H  -0.70937  -4.57104  2.39767
H  -2.00374  5.20730  0.39175
H  3.45330  3.96726  -1.75309
H  1.85138  -3.81300  0.46411
H  1.20729  0.73273  0.05573
H  -4.69902  -1.35204  3.83578
H  0.34198  -0.47532  -0.80589
H  0.46168  2.80450  0.33918
H  2.65384  3.32212  -0.36333
H  3.39082  -4.30498  -1.41862
H  1.05977  1.94592  2.12827
H  1.46406  1.93875  -1.83998
H  -4.03199  -0.98520  5.42039
H  0.05970  6.55994  1.88072
H  -1.82986  0.91346  0.00240

**Net charge**: 0
**Highest occupied orbital energy**: -8.01 eV
**2S+1**: 1
**Orbital gap**: 5.869 eV
**Energy above the lowest of the compared OMol25 structures with the same formula, charge and spin**: 0.0 kJ/mol

2.
Molecular formula: C16H17F4NO12
Method: DFT, ωB97M-V/def2-TZVPD

Cartesian coordinates (Å):
F  -0.77085  -3.63961  -4.89224
F  0.96693  2.42807  -1.55975
F  -1.18245  -2.60056  3.89053
F  -2.07172  7.20279  6.39556
O  2.83881  1.27566  -1.28119
O  -2.69060  5.23240  5.39593
O  -1.27508  3.57043  5.15848
O  4.19838  0.80113  0.60708
O  -1.82741  4.30141  7.13798
O  1.22221  -4.59191  -0.86966
O  1.94507  1.14125  0.80343
O  -2.97319  -3.78837  7.33179
O  -0.94877  -4.08507  -1.50383
O  0.63653  -4.18183  -3.10927
O  -0.95709  -4.52439  6.17324
O  -1.58251  -2.44085  6.09108
N  2.28390  1.56383  -10.08138
C  0.05794  -3.80090  5.41007
C  1.42235  1.17742  -1.40043
C  2.27757  2.17105  -8.83691
C  -0.57089  -4.35915  -3.74313
C  -3.00647  6.22718  6.38906
C  -0.62695  -2.48367  5.14149
C  -1.52513  -3.75705  -2.74638
C  3.12236  1.03736  0.05364
C  -1.93764  -3.60355  6.54784
C  2.16683  1.18160  -7.85208
C  -2.80015  5.29826  7.57966
C  0.39396  -4.30884  -1.71977
C  -1.87935  4.31737  5.85199
C  2.05912  0.02765  -8.56368
C  2.30937  0.20354  -9.86664
C  0.91750  0.80550  0.00514
H  -3.75658  4.82237  7.79618
H  -3.99804  6.67962  6.37523
H  0.50555  -4.37542  4.59910
H  2.61951  -0.48727  -10.63670
H  0.78362  -3.43588  6.13688
H  -1.54299  -2.67439  -2.87143
H  2.21358  1.33276  -6.78374
H  -0.64491  -5.42211  -3.97278
H  0.08734  -1.66033  5.14174
H  0.75289  -0.25708  0.18385
H  2.18204  -0.88231  -7.99511
H  2.40479  2.03714  -10.96538
H  -2.55689  -4.10851  -2.75335
H  -0.11603  1.08757  0.20598
H  2.49247  3.22839  -8.78936
H  -2.56907  5.79983  8.51941
H  0.95014  0.51745  -2.12815

**Net charge**: 0
**Highest occupied orbital energy**: -8.16 eV
**2S+1**: 1
**Orbital gap**: 8.314 eV
**Energy above the lowest of the compared OMol25 structures with the same formula, charge and spin**: 206.0 kJ/mol

3.
Molecular formula: C5H10NO
Method: DFT, ωB97M-V/def2-TZVPD

Cartesian coordinates (Å):
O  -1.51344  1.44743  -0.65153
N  -1.29971  -0.90014  -1.14432
C  0.50916  0.37883  0.08251
C  1.69468  0.39294  0.04104
C  -1.55716  -0.15513  1.37505
C  -0.96575  0.40194  0.00373
C  3.08255  0.52393  0.00062
H  -0.52884  -1.58180  -1.15695
H  -0.78517  2.00006  -0.98126
H  -0.75652  -0.82580  1.77238
H  -1.82390  0.68322  2.00590
H  3.58025  -0.12507  -0.81616
H  -2.21512  -1.36622  -0.91980
H  -2.57749  -0.50905  1.21788
H  -1.34613  -0.32447  -1.95142
H  3.41073  1.56004  -0.22287
H  3.54487  0.23232  1.00073

**Net charge**: +1
**Highest occupied orbital energy**: -14.40 eV
**2S+1**: 1
**Orbital gap**: 11.130 eV
**Energy above the lowest of the compared OMol25 structures with the same formula, charge and spin**: 273.6 kJ/mol

4.
Molecular formula: C2H5BrO5
Method: DFT, ωB97M-V/def2-TZVPD

Cartesian coordinates (Å):
Br  -0.65380  0.90997  -1.82163
O  2.29953  -0.49606  -0.46961
O  1.19439  1.88751  -0.17944
O  -2.06404  -0.63837  0.74251
O  0.35128  -1.53442  -0.01404
O  -0.34711  1.12138  1.02457
C  0.43040  0.86469  0.03550
C  1.09275  -0.48095  -0.19261
H  -1.15494  0.44609  1.28009
H  -1.55003  -1.32404  0.24460
H  -2.48852  -0.01882  0.09965
H  1.93165  1.66460  -0.64605
H  0.95844  -2.40157  -0.10355

**Net charge**: 0
**Highest occupied orbital energy (alpha / beta)**: -5.76 / -10.27 eV
**2S+1**: 3
**Orbital gap (alpha / beta)**: 5.994 / 6.442 eV

5.
Molecular formula: C9H14N2OS
Method: DFT, ωB97M-V/def2-TZVPD

Cartesian coordinates (Å):
S  -1.13265  -2.21824  0.30340
O  -0.80587  0.39493  0.75541
N  1.82941  2.01785  1.83548
N  2.00152  0.26716  0.52212
C  -1.49920  1.17379  -1.98152
C  3.06785  1.10567  0.22647
C  2.89064  2.19946  1.01261
C  1.74400  -0.98237  0.08615
C  -0.67417  -0.05356  -1.64384
C  -0.73709  -0.52500  -0.22810
C  -3.01924  -2.38162  0.29675
C  -0.01811  0.32670  1.88969
C  1.27279  0.86880  1.47563
H  1.55730  -1.77066  0.79129
H  3.91297  1.04269  -0.48800
H  -3.57146  -2.93624  1.02860
H  -1.10328  2.03039  -1.30453
H  -1.04356  -0.88830  -2.21575
H  -3.31399  -2.80336  -0.69138
H  2.25852  -1.21376  -0.79408
H  -3.39951  -1.41644  0.28923
H  0.01974  -0.79692  2.19240
H  -1.29290  1.65292  -2.89269
H  -0.52341  1.04769  2.57281
H  -2.54758  0.85262  -2.08484
H  3.76687  2.83049  1.14529
H  0.36041  0.17531  -2.09861

**Net charge**: 0
**Highest occupied orbital energy (alpha / beta)**: -7.78 / -7.60 eV
**2S+1**: 1
**Orbital gap (alpha / beta)**: 7.879 / 7.611 eV
**Energy above the lowest of the compared OMol25 structures with the same formula, charge and spin**: 601.3 kJ/mol

6.
Molecular formula: C27H30N3O
Method: DFT, ωB97M-V/def2-TZVPD

Cartesian coordinates (Å):
O  -2.02543  -2.36538  -3.39321
N  0.01183  -0.58755  -1.34933
N  -0.44585  0.77867  2.32703
N  -1.61716  -0.13633  -2.86134
C  2.55607  -3.28036  -3.59587
C  -3.47414  1.78851  5.08527
C  2.10812  -3.24447  -2.26490
C  -0.65147  0.55974  -2.01525
C  0.61196  -2.98349  -1.97667
C  4.39600  -3.60671  -1.50208
C  -0.32362  2.87258  3.31474
C  3.91944  -3.44369  -3.88549
C  0.12466  -1.59562  -2.40454
C  4.84011  -3.62245  -2.83629
C  3.02960  -3.45164  -1.22050
C  2.06794  3.58534  2.05236
C  -1.51484  2.22501  3.79346
C  -1.58305  0.94394  3.18357
C  1.49777  4.42317  3.02202
C  0.32002  1.98502  2.42721
C  -2.66632  0.13720  3.47827
C  -1.36163  1.47086  -1.02255
C  0.39396  1.35881  -2.86074
C  -1.27486  -1.48650  -2.98563
C  -0.92417  -1.48526  1.47143
C  0.26573  4.11088  3.60804
C  -3.61204  0.55833  4.43741
C  -2.44923  2.66542  4.73887
C  1.46360  2.35194  1.74866
C  -0.13701  -0.24801  1.50198
C  -2.99699  0.27989  -2.97668
H  0.40352  -3.17329  -0.91023
H  -0.03294  2.33632  -3.11586
H  -2.32447  3.65052  5.18675
H  1.85830  1.67701  0.99283
H  -4.16805  2.07195  5.86701
H  5.10455  -3.73243  -0.67676
H  2.98515  3.89414  1.53883
H  -0.24006  4.77347  4.31047
H  -1.90576  2.20779  -1.62732
H  -2.78306  -0.80611  2.96956
H  -4.46419  -0.07690  4.69165
H  -0.63860  1.95991  -0.36794
H  4.25594  -3.44905  -4.92943
H  1.81945  -3.17352  -4.39895
H  2.66633  -3.47860  -0.18680
H  0.95986  -0.32349  1.33317
H  -1.14121  -2.01439  2.41500
H  -2.06063  0.86986  -0.42093
H  -1.88594  -1.21479  1.01917
H  0.81481  -1.27375  -3.20455
H  -0.02418  -3.70966  -2.53784
H  0.63835  0.85646  -3.80843
H  1.32399  1.53867  -2.29478
H  5.89834  -3.80165  -3.05974
H  2.02019  5.33581  3.31696
H  0.94075  -0.39880  -0.98059
H  -3.46482  0.42987  -1.99527
H  -3.54646  -0.52855  -3.46297
H  -3.13306  1.21762  -3.53848
H  -0.42506  -2.22225  0.83622

**Net charge**: +1
**Highest occupied orbital energy**: -11.23 eV
**2S+1**: 1
**Orbital gap**: 6.136 eV
**Energy above the lowest of the compared OMol25 structures with the same formula, charge and spin**: 38.0 kJ/mol